i:
The following is a DFT calculation (ωB97M-V/def2-TZVPD) of a cluster of 2 separate species, C3H10NOS in total.

Values from the calculation:
Total charge: -1
Highest occupied orbital energy (Eh): -0.0981
Frontier orbital gap (eV): 6.163

Cartesian coordinates (Å):
C (-0.0516, 0.8297, -2.0259)
S (0.9037, -0.6986, -1.9854)
C (2.0578, -0.0611, -0.6286)
H (-0.8235, 0.7291, -2.7799)
H (-0.4811, 0.8959, -1.0270)
H (0.5846, 1.7003, -2.2272)
H (2.5630, 0.7320, -1.1680)
H (2.6971, -0.8427, -0.2355)
H (1.3482, 0.2786, 0.1116)
N (-0.6540, -0.2677, 2.4129)
C (-1.7184, -0.8181, 1.4111)
O (-1.5979, -0.4416, 0.1725)
H (-0.7702, 0.7403, 2.4124)
H (0.2520, -0.4122, 1.9977)
H (-2.6602, -0.4488, 1.9102)
H (-1.6495, -1.9150, 1.6491)

ii:
The following is a DFT calculation (ωB97M-V/def2-TZVPD) of a cluster of 2 separate species, C3H10NOS in total.

Values from the calculation:
Total charge: -1
Highest occupied orbital energy (Eh): -0.0896
Frontier orbital gap (eV): 6.133

Cartesian coordinates (Å):
C (0.0107, 0.1627, 1.4137)
C (1.3119, 1.0896, 1.3318)
S (1.7453, 1.8649, -0.2484)
C (0.4032, -1.1609, 0.5874)
N (-0.8772, -1.7457, 0.2164)
H (-0.8668, 0.6791, 1.0191)
H (-0.0463, -0.3058, 2.4448)
H (2.0842, 0.3359, 1.5767)
H (1.4208, 1.6193, 2.2941)
H (0.7979, -1.7689, 1.3846)
H (1.0738, -0.8386, -0.2204)
H (-1.4448, -1.3170, -0.4934)
H (-0.9579, -2.7480, 0.1569)
H (-1.8657, 1.1324, -3.2293)
H (-1.0333, 1.8205, -4.0319)
O (-1.7559, 1.1805, -4.2022)

iii:
The following is a DFT calculation (ωB97M-V/def2-TZVPD) of a cluster of 2 separate species, C3H10NOS in total.

Values from the calculation:
Total charge: -1
Highest occupied orbital energy (Eh): -0.1027
Frontier orbital gap (eV): 6.842

Cartesian coordinates (Å):
C (-2.5649, -0.8036, 0.8495)
C (-1.5344, -1.1648, -0.2343)
S (-1.2569, 0.2546, -1.6087)
H (-2.2501, -0.8533, 1.9251)
H (-2.6709, 0.3836, 0.8320)
H (-3.4905, -1.4414, 0.6624)
H (-2.0375, -2.0290, -0.7751)
H (-0.5583, -1.3686, 0.2422)
H (0.1980, 0.5174, -0.0602)
N (2.9928, 0.3521, -0.3540)
C (1.9316, 1.2794, -0.3038)
O (0.7531, 1.0554, 0.6900)
H (3.9079, 0.5673, -0.6398)
H (2.8310, -0.5201, 0.0718)
H (1.4832, 1.4800, -1.3920)
H (2.2658, 2.2911, 0.0948)

Stability summary - winner: ii; margin: 0.297 eV.

i:
The following is a DFT calculation (ωB97M-V/def2-TZVPD) of a cluster of 2 separate species, C4H10 in total.

Values from the calculation:
Total charge: 0
SMILES: C=CC.C
Highest occupied orbital energy (Eh): -0.3527
Frontier orbital gap (eV): 10.625

Cartesian coordinates (Å):
C (3.0728, -2.1092, -2.3648)
H (2.7987, -1.6389, -1.4045)
H (3.9708, -2.6960, -2.1067)
H (2.9449, -1.3535, -3.1081)
H (2.3322, -2.9002, -2.6300)
C (-0.8311, 0.6545, 0.7715)
C (-1.5542, 1.5072, 1.8058)
C (-2.8449, 1.7998, 1.6231)
H (-0.2694, 1.3038, 0.0920)
H (-0.4283, -0.1362, 1.4038)
H (-1.5102, 0.1281, 0.0660)
H (-0.8638, 1.9093, 2.5602)
H (-3.4060, 2.1314, 2.4923)
H (-3.4113, 1.3999, 0.7991)

ii:
The following is a DFT calculation (ωB97M-V/def2-TZVPD) of a cluster of 2 separate species, C4H10 in total.

Values from the calculation:
Total charge: 0
SMILES: C=CC.C
Highest occupied orbital energy (Eh): -0.3544
Frontier orbital gap (eV): 10.842

Cartesian coordinates (Å):
C (2.0578, 0.8263, -0.1442)
C (-1.3351, 0.0281, -0.0938)
C (-0.9183, -0.6501, 1.1791)
C (-1.3119, -0.5374, -1.2968)
H (2.9155, 0.1504, -0.1868)
H (2.3132, 1.7855, -0.6014)
H (1.7805, 0.9889, 0.9011)
H (-1.6804, 1.0586, -0.0006)
H (-1.7937, -0.9075, 1.7884)
H (-0.2829, 0.0025, 1.7885)
H (-0.3629, -1.5707, 0.9730)
H (-1.6357, -0.0044, -2.1869)
H (-0.9603, -1.5587, -1.4362)
H (1.2142, 0.3886, -0.6834)

Stability summary - winner: ii; margin: 0.845 eV.

i:
The following is a DFT calculation (ωB97M-V/def2-TZVPD) of an isolated molecule of C2H3ClO2S.

Values from the calculation:
Total charge: 0
SMILES: O=S1(=O)C[C@@H]1Cl
Highest occupied orbital energy (Eh): -0.3797
Frontier orbital gap (eV): 10.895

Cartesian coordinates (Å):
C (0.1535, -0.1942, -0.8475)
C (-0.9010, 0.1711, 0.3033)
O (1.1210, -1.4194, 1.3388)
O (1.8426, 0.9219, 0.9777)
S (0.9216, -0.1233, 0.7397)
Cl (-1.8507, 1.5828, -0.0389)
H (-0.1600, -0.9636, -1.5213)
H (0.2945, 0.6069, -1.6632)
H (-1.4214, -0.5822, 0.7114)

ii:
The following is a DFT calculation (ωB97M-V/def2-TZVPD) of an isolated molecule of C2H3ClO2S.

Values from the calculation:
Total charge: 0
Highest occupied orbital energy (Eh): -0.3721
Frontier orbital gap (eV): 9.459

Cartesian coordinates (Å):
C (-0.5473, -0.3356, 0.1189)
C (0.6389, -0.7546, 0.5147)
O (3.0027, 1.0778, -1.3051)
O (2.7651, 0.7961, 1.1451)
S (3.3910, 0.3365, -0.1162)
Cl (1.7142, -1.6116, -0.3325)
H (-1.1691, 0.0665, 0.8647)
H (-0.6677, -0.4785, -0.9875)
H (0.8316, -0.5540, 1.5780)

Stability summary - winner: ii; margin: 1.160 eV.

i:
The following is a DFT calculation (ωB97M-V/def2-TZVPD) of a cluster of 2 separate species, H5NOSi in total.

Values from the calculation:
Total charge: 0
Highest occupied orbital energy (Eh): -0.3801
Frontier orbital gap (eV): 9.702

Cartesian coordinates (Å):
N (-1.1404, -0.2014, 0.3897)
O (1.5090, -0.5548, -0.0310)
Si (0.3455, 0.5863, -0.0111)
H (-1.1338, -1.4749, -0.7582)
H (-2.0172, 0.2342, 0.1467)
H (1.3934, -1.3366, 0.5067)
H (0.4810, 1.2077, -1.3249)
H (0.5624, 1.5395, 1.0821)

ii:
The following is a DFT calculation (ωB97M-V/def2-TZVPD) of a cluster of 2 separate species, H5NOSi in total.

Values from the calculation:
Total charge: 0
Highest occupied orbital energy (alpha / beta) (Eh): -0.3735 / -0.2688
Frontier orbital gap (alpha / beta) (eV): 9.814 / 6.625

Cartesian coordinates (Å):
N (-0.4023, -1.6141, 0.9568)
O (0.2421, 0.4764, -2.1393)
Si (-0.0368, 1.1501, -0.6266)
H (0.4987, -1.2041, 1.1838)
H (-0.3379, -2.5069, 0.4979)
H (0.2360, -0.4889, -2.1872)
H (-1.0392, 2.2630, -0.5322)
H (0.9691, 1.3780, 0.2944)

Stability summary - winner: i; margin: 1.782 eV.

i:
The following is a DFT calculation (ωB97M-V/def2-TZVPD) of a cluster of 2 separate species, C5H7NS2 in total.

Values from the calculation:
Total charge: 0
SMILES: CC(S)=C=N.C=C=S
Highest occupied orbital energy (Eh): -0.2871
Frontier orbital gap (eV): 7.781

Cartesian coordinates (Å):
C (1.8373, 1.8493, -1.3302)
C (0.0577, -0.9653, 0.4196)
C (1.3394, -1.1352, 0.2762)
C (1.2180, 1.0673, -2.2105)
C (-0.5936, -0.8425, 1.7128)
N (2.5125, -1.3167, 0.1106)
S (2.7849, 2.3426, -0.2287)
S (-1.0299, -1.7838, -0.8176)
H (-0.0199, -2.4996, -1.3442)
H (1.6316, 1.1016, -3.1862)
H (0.1954, 0.6830, -2.0706)
H (-0.3664, 0.1388, 2.2169)
H (-0.2650, -1.6700, 2.2649)
H (-1.7320, -0.8067, 1.6408)
H (3.2767, -0.9249, -0.3912)

ii:
The following is a DFT calculation (ωB97M-V/def2-TZVPD) of an isolated molecule of C5H7NS2.

Values from the calculation:
Total charge: 0
SMILES: C#CCS/C(C)=N\S
Highest occupied orbital energy (Eh): -0.3306
Frontier orbital gap (eV): 9.336

Cartesian coordinates (Å):
C (-0.5879, 1.6305, -0.7015)
C (-1.3479, 0.5271, 0.0992)
C (1.4064, -0.1704, 0.9010)
C (1.8849, -0.8731, -0.2722)
C (2.3786, -1.9475, -0.8882)
H (0.3570, 1.3392, -1.1794)
H (-0.6859, 2.6097, 0.1329)
H (-1.3276, 1.9275, -1.3737)
H (1.7959, 0.8418, 0.7945)
H (1.9955, -0.4847, 1.6745)
H (2.8743, -2.4393, -1.5341)
H (-2.6534, -1.3122, 1.3380)
N (-2.4010, 0.0688, -0.4141)
S (-0.3147, -0.3217, 1.3985)
S (-3.3741, -1.3956, 0.0248)

Stability summary - winner: i; margin: 2.065 eV.

i:
The following is a DFT calculation (ωB97M-V/def2-TZVPD) of an isolated molecule of C5H7NS2.

Values from the calculation:
Total charge: 0
SMILES: S=C1SC[C@H]2CCN12
Highest occupied orbital energy (Eh): -0.3064
Frontier orbital gap (eV): 9.040

Cartesian coordinates (Å):
C (0.2267, 1.6687, 0.7673)
C (-0.3741, -0.7387, 1.5783)
C (0.4451, -0.6866, 0.2732)
C (-0.2093, -0.9513, -1.1084)
C (0.1551, 0.5068, -1.4787)
H (-1.4511, -0.8570, 1.3702)
H (-0.0267, -1.5375, 2.2422)
H (1.3977, -1.1965, 0.4037)
H (-1.3061, -1.1265, -1.0333)
H (0.2677, -1.7220, -1.7001)
H (-0.6931, 1.1633, -1.7496)
H (1.0079, 0.6012, -2.2403)
N (0.5998, 0.7179, -0.1104)
S (0.0387, 3.2648, 0.4436)
S (-0.0782, 0.8935, 2.3422)

ii:
The following is a DFT calculation (ωB97M-V/def2-TZVPD) of an isolated molecule of C5H7NS2.

Values from the calculation:
Total charge: 0
SMILES: CC(=S)/C(C=S)=C/N
Highest occupied orbital energy (Eh): -0.3007
Frontier orbital gap (eV): 7.625

Cartesian coordinates (Å):
C (0.3910, -2.2604, 0.3528)
C (0.8666, -0.9564, -0.1714)
C (-0.0507, 0.1761, -0.1739)
C (0.6094, 1.4186, -0.1686)
C (-1.4804, 0.1172, -0.0607)
H (-0.2382, -2.0343, 1.2039)
H (-0.2778, -2.7089, -0.3627)
H (1.2553, -2.8977, 0.6025)
H (1.7233, 1.3557, -0.2035)
H (0.4797, 3.4195, 0.1419)
H (-1.0391, 2.5155, -0.1148)
H (-2.0595, 1.1036, 0.1936)
N (-0.0156, 2.5626, -0.1447)
S (2.4289, -0.8106, -0.5616)
S (-2.5927, -1.0004, -0.5328)

Stability summary - winner: i; margin: 0.792 eV.

i:
The following is a DFT calculation (ωB97M-V/def2-TZVPD) of a cluster of 2 separate species, C4H12NO in total.

Values from the calculation:
Total charge: +1
Highest occupied orbital energy (Eh): -0.5294
Frontier orbital gap (eV): 10.958

Cartesian coordinates (Å):
C (2.3089, -0.5020, -0.9922)
C (1.6762, 0.6854, -0.1869)
C (0.2228, 0.4785, 0.0350)
C (-0.2923, 0.4912, 1.2654)
N (-1.7685, 0.4682, 1.4005)
H (3.1923, -0.0903, -1.4885)
H (1.5587, -0.7881, -1.7225)
H (2.7349, -1.2544, -0.3428)
H (1.7931, 1.6599, -0.6587)
H (2.1622, 0.6701, 0.7918)
H (-0.4404, 0.4280, -0.8230)
H (0.3286, 0.5538, 2.1431)
H (-2.2289, 0.7415, 0.5310)
H (-2.0981, -0.4146, 1.8003)
H (-2.0077, 1.3103, 1.9327)
H (-3.1542, -1.2451, -1.3079)
H (-1.7572, -1.9499, -1.3904)
O (-2.2304, -1.2423, -0.9871)

ii:
The following is a DFT calculation (ωB97M-V/def2-TZVPD) of a cluster of 2 separate species, C4H12NO in total.

Values from the calculation:
Total charge: +1
Highest occupied orbital energy (Eh): -0.5469
Frontier orbital gap (eV): 5.332

Cartesian coordinates (Å):
O (0.7708, -0.6566, 1.1166)
C (-0.4817, -0.7131, 1.7364)
C (-1.0619, 0.7128, 1.9015)
N (-0.5329, 1.5481, 0.9935)
C (0.0304, -0.5082, -1.8033)
C (1.4817, -0.2604, -2.1652)
H (0.7100, 0.1891, 0.6587)
H (-0.3590, -1.1392, 2.7323)
H (-1.1734, -1.2887, 1.1053)
H (-0.7757, 1.0387, 2.9270)
H (-2.1756, 0.7663, 1.9114)
H (-0.5735, -0.5517, -2.7109)
H (-0.8512, 2.5262, 1.0746)
H (-0.2209, -1.3419, -1.1673)
H (-0.3643, 0.4030, -1.3263)
H (1.5855, 0.5749, -2.8443)
H (1.7626, -1.1360, -2.7545)
H (2.2290, -0.1630, -1.3856)

Stability summary - winner: i; margin: 5.174 eV.

i:
The following is a DFT calculation (ωB97M-V/def2-TZVPD) of the ion C4H12NO with charge +1.

Values from the calculation:
Total charge: +1
SMILES: C[NH2+][C@@H](C)CO
Highest occupied orbital energy (Eh): -0.5420
Frontier orbital gap (eV): 11.291

Cartesian coordinates (Å):
O (-1.2918, 1.6728, -1.0222)
C (-0.1499, 1.0681, -0.4435)
C (-0.5500, -0.2354, 0.1054)
N (0.8497, -0.7897, 0.3979)
C (1.7004, -0.9118, -0.9842)
C (-1.4605, -0.1499, 1.2186)
H (-1.1955, 2.5600, -0.7849)
H (0.2791, 1.7723, 0.3531)
H (0.5868, 0.9456, -1.2170)
H (-1.0450, -0.7734, -0.6685)
H (1.3090, -0.1236, 1.0644)
H (0.8483, -1.7256, 0.8848)
H (2.1227, 0.0901, -1.1784)
H (0.9242, -1.1291, -1.6416)
H (2.3826, -1.7352, -0.6490)
H (-2.3979, 0.2999, 0.9002)
H (-1.7838, -1.1736, 1.5723)
H (-1.1285, 0.3384, 2.0924)

ii:
The following is a DFT calculation (ωB97M-V/def2-TZVPD) of a cluster of 3 separate species, C4H12NO in total.

Values from the calculation:
Total charge: +1
Highest occupied orbital energy (Eh): -0.5042
Frontier orbital gap (eV): 4.484

Cartesian coordinates (Å):
C (1.2896, 1.2015, -1.3960)
C (0.5498, 0.5745, -0.3116)
C (1.0441, -0.3894, 0.5924)
C (2.4604, -0.7465, 0.7074)
O (-1.4796, -0.4845, 1.1905)
N (-3.0478, 0.0246, -0.7727)
H (0.6880, 1.1172, -2.2996)
H (1.4011, 2.2710, -1.2017)
H (2.2643, 0.7567, -1.5798)
H (-0.5232, 0.7705, -0.2581)
H (0.3113, -0.8110, 1.2583)
H (3.0858, 0.1377, 0.8822)
H (2.6374, -1.4204, 1.5385)
H (2.7953, -1.1999, -0.2276)
H (-2.5497, -0.2441, 0.1162)
H (-1.9200, -1.1397, 1.7689)
H (-4.0571, 0.0488, -0.6567)
H (-2.8773, -0.6059, -1.5522)

Stability summary - winner: i; margin: 5.836 eV.